(1)
ORCA calculation (ωB97M-V/def2-TZVPD) on C35H36N5O3V as an isolated structure at a distorted geometry.

Computed properties:
- E_HOMO (spin up / spin down) (eV) = -12.9 / -12.9
- charge = +2

```
80
C35H36N5O3V | the Open Molecules 2025 dataset | ωB97M-V/def2-TZVPD
V 10.0210 10.7867 12.9453
C 6.1327 12.4916 14.3420
C 6.9898 13.3511 13.4048
C 6.3018 14.3547 12.7532
C 6.8985 15.4555 12.1021
C 8.2608 15.4723 12.2524
C 9.0963 14.4690 12.8738
C 10.6118 14.6244 12.8287
C 8.4045 13.3386 13.3670
N 9.1323 12.3193 13.9994
C 9.5035 12.4994 15.3592
O 9.0694 13.4508 15.9979
C 10.1334 11.3374 15.8672
C 10.2198 10.9987 17.2343
C 10.5185 9.6965 17.5789
C 10.5877 8.7360 16.5832
C 10.3825 9.0911 15.2551
N 10.3135 10.3470 14.8654
C 10.2604 8.1103 14.1358
O 10.3811 6.9379 14.3031
N 9.8880 8.8243 12.9412
C 9.5484 8.0434 11.7517
C 10.3953 7.1041 11.1666
C 11.8807 7.1705 11.3562
C 9.9426 6.3047 10.0630
C 8.5815 6.3222 9.6843
C 7.6682 7.0668 10.4718
C 8.1424 7.9304 11.5199
C 7.1466 8.7383 12.3106
H 5.2455 13.1937 14.4723
H 6.6556 12.0474 15.1832
H 5.7693 11.5660 13.8232
H 5.2535 14.0600 12.7684
H 6.2953 16.3476 11.8097
H 8.7080 16.2467 11.6177
H 10.9347 14.0579 11.9301
H 11.2418 14.3409 13.7012
H 10.8779 15.6779 12.6956
H 10.2559 11.7368 18.0326
H 10.7980 9.3774 18.6196
H 10.7750 7.7008 16.8405
H 12.2300 6.1346 11.1321
H 12.1267 7.5273 12.3747
H 12.2434 7.9154 10.6756
H 10.5981 5.5872 9.5279
H 8.2569 5.7271 8.8331
H 6.6028 7.0724 10.4050
H 7.0978 9.7195 11.8145
H 7.4166 8.8967 13.3422
H 6.1984 8.2968 12.2884
C 14.4569 12.8910 13.8627
C 15.5719 12.1428 14.1235
C 16.5060 11.5406 13.1474
C 17.5731 10.8187 13.6064
C 17.9327 10.7432 14.9495
C 17.1894 11.4833 15.8358
C 16.0333 12.0474 15.4829
H 14.0155 13.0236 12.8682
H 14.1286 13.5460 14.6890
H 16.3337 11.6304 12.0579
H 18.1388 10.2376 12.8760
H 18.6875 10.0459 15.3089
H 17.4716 11.5686 16.8616
H 15.3028 12.3834 16.2955
N 11.4063 11.3081 11.9368
C 10.6683 11.2058 10.9073
N 10.6948 11.4154 9.6291
C 11.8674 11.9721 8.9137
C 11.3738 12.9421 7.8140
O 10.4895 12.2551 6.9256
C 9.3172 11.7880 7.6334
C 9.6249 10.9084 8.8391
H 12.3781 11.1386 8.3897
H 12.4983 12.4037 9.6892
H 12.2382 13.2431 7.1849
H 10.8088 13.8578 8.2446
H 8.7793 11.1677 6.9132
H 8.6101 12.5932 8.0895
H 9.8652 9.8836 8.5976
H 8.6557 10.7668 9.3924
```

---

(2)
ORCA calculation (ωB97M-V/def2-TZVPD) on C5H7CoO4 as an isolated structure at a distorted geometry.

Computed properties:
- E_HOMO (spin up / spin down) (eV) = -18.2 / -18.3
- spin multiplicity = 5
- energy relative to the best compared isomer or geometry (same formula, charge and spin) (eV) = 2.241
- charge = +2

```
17
C5H7CoO4 | the Open Molecules 2025 dataset | ωB97M-V/def2-TZVPD
H -0.1393 2.6527 0.7647
Co -2.4704 0.7318 1.5326
O -1.3256 1.9574 2.3120
O 0.8396 1.2769 1.8734
C 0.8817 -0.1357 1.8551
C 0.4392 -0.4895 0.4434
O -0.8897 0.6951 0.4993
C -0.3939 1.7571 1.3612
H 1.8717 -0.4592 2.1942
H 0.1983 -0.5630 2.6075
H -0.2592 -1.3247 0.3363
H 0.8999 -0.0540 -0.4508
H 2.4370 -1.5534 -1.0969
O 2.5367 -3.9233 0.9012
C 2.5423 -1.5995 -0.0084
C 2.6210 -2.8592 0.4823
H 3.2965 -0.9194 0.4023
```

---

(3)
ORCA calculation (ωB97M-V/def2-TZVPD) on C22H41BBaN7P as an isolated structure at a distorted geometry.

Computed properties:
- E_HOMO (eV) = -6.3

```
73
C22H41BBaN7P | the Open Molecules 2025 dataset | ωB97M-V/def2-TZVPD
H -0.6630 3.1604 -1.0729
N -0.1302 1.7965 -2.6246
B 0.5734 0.7770 -4.8593
N 0.4495 1.9770 -3.8678
C 0.7423 3.2793 -4.0517
Ba -0.9589 -0.6488 -1.6253
H 1.2107 3.6111 -4.9658
C 0.3302 3.9832 -2.9182
H 0.4006 5.0386 -2.7391
C -0.2127 3.0135 -2.0514
H 0.9610 1.1686 -5.9167
C -2.2261 -2.5333 -0.8623
H -2.9030 -3.1340 -0.2622
H -1.1987 -2.8681 -0.6151
H -2.4769 -2.6843 -1.9305
N -0.8379 0.1379 -5.0064
N 1.5410 -0.3120 -4.3113
N -1.4772 -0.4696 -3.9102
N 1.2822 -0.9516 -3.1153
C -1.6475 0.1162 -6.0773
C 2.6667 -0.8058 -4.8620
H -1.3159 0.5401 -7.0134
H 3.0266 -0.4082 -5.7977
C -2.8470 -0.5027 -5.7205
C 3.1619 -1.8062 -4.0194
C -2.7031 -0.8584 -4.3724
C 2.2636 -1.8619 -2.9337
H -3.7001 -0.6631 -6.3518
H 4.0401 -2.4022 -4.1650
H -3.4146 -1.3554 -3.7244
H 2.2836 -2.5055 -2.0584
H -2.4257 -1.3931 -0.4976
C 2.7263 -0.3296 1.3933
C 1.8528 -0.5986 2.6375
C 2.0198 -2.0849 2.9842
C 2.3312 0.2526 3.8177
P 0.0540 -0.2237 2.2370
N -0.2224 -0.7795 0.7927
C -1.1320 -1.1315 3.3777
C -0.7584 -0.9068 4.8443
C -2.5667 -0.6412 3.1331
C -1.1103 -2.6386 3.0523
C -0.3006 1.6366 2.1614
C 0.8538 2.3290 1.4202
C -1.5937 1.8898 1.3575
C -0.4496 2.2252 3.5663
H 3.6941 -0.8292 1.5381
H 2.9201 0.7345 1.2284
H 2.2498 -0.7479 0.4971
H 3.0981 -2.2919 3.0470
H 1.5844 -2.3529 3.9533
H 1.6038 -2.7237 2.1959
H 2.3847 1.3200 3.5760
H 1.7100 0.1133 4.7115
H 3.3496 -0.0792 4.0685
H -0.7343 0.1565 5.1120
H -1.5399 -1.3839 5.4545
H 0.1985 -1.3694 5.1135
H -2.8391 -0.7188 2.0717
H -3.2429 -1.2986 3.6994
H -2.7377 0.3819 3.4870
H -1.1408 -2.7955 1.9674
H -0.2337 -3.1504 3.4592
H -2.0015 -3.0987 3.5012
H 1.0466 1.8547 0.4480
H 0.5618 3.3722 1.2237
H 1.7817 2.3545 2.0031
H -2.5009 1.6426 1.9172
H -1.6429 2.9550 1.0881
H -1.5957 1.3016 0.4264
H -1.3630 1.8837 4.0679
H 0.4160 2.0178 4.2068
H -0.5258 3.3180 3.4614
```

---

(4)
ORCA calculation (ωB97M-V/def2-TZVPD) on an isolated ion of composition C4H8NO2 and charge -1.

Computed properties:
- SMILES = CC(=O)NCC[O-]
- E_HOMO (eV) = -2.7
- energy relative to the best compared isomer or geometry (same formula, charge and spin) (eV) = 1.729
- charge = -1

```
15
C4H8NO2 | the Open Molecules 2025 dataset | ωB97M-V/def2-TZVPD
C 0.6626 -1.2163 -0.9586
C 1.1738 -0.8783 0.4177
O 2.2863 -1.2235 0.8095
N 0.3038 -0.2226 1.2182
C -0.9256 0.4232 0.7411
C -0.7342 1.4923 -0.3913
O -1.3746 1.1593 -1.5249
H 0.1527 -0.4228 -1.5208
H -0.0200 -2.0604 -0.8630
H 1.5122 -1.5621 -1.5504
H 0.6461 -0.0728 2.1533
H -1.5808 -0.3250 0.2997
H -1.4060 0.8089 1.6267
H -1.0737 2.4825 0.0203
H 0.3775 1.6176 -0.4776
```

---

(5)
ORCA calculation (ωB97M-V/def2-TZVPD) on a 2-piece molecular cluster, C4H4N2 overall at a distorted geometry.

Computed properties:
- E_HOMO (spin up / spin down) (eV) = -7.6 / -7.6
- energy relative to the best compared isomer or geometry (same formula, charge and spin) (eV) = 7.930

```
10
C4H4N2 | the Open Molecules 2025 dataset | ωB97M-V/def2-TZVPD
C -2.0055 -0.4034 0.5635
C 2.0335 -0.3864 -0.5690
C -1.3405 0.5120 -0.2396
C 1.3050 0.4708 0.2453
N -1.8070 -0.8561 -0.6168
N 1.8026 -0.8887 0.5860
H -2.4107 -0.6767 1.5112
H 2.4893 -0.5948 -1.5076
H -1.5811 1.4332 -0.7181
H 1.5146 1.3900 0.7452
```

---

(6)
ORCA calculation (ωB97M-V/def2-TZVPD) on a 4-piece molecular cluster, C12H24N3O4P overall at a distorted geometry.

Computed properties:
- SMILES = CCOP(=O)(OCC)OCC.CC#N.CC#N.CC#N
- E_HOMO (eV) = -10.7
- energy relative to the best compared isomer or geometry (same formula, charge and spin) (eV) = 0.000

```
44
C12H24N3O4P | the Open Molecules 2025 dataset | ωB97M-V/def2-TZVPD
C -4.6800 -39.8901 -34.1619
C -3.8050 -38.6551 -33.8865
O -4.2724 -37.9799 -32.6944
P -3.7061 -36.4849 -32.4267
O -4.1871 -35.4031 -33.4008
O -4.1213 -36.1885 -30.8678
C -3.6248 -37.0606 -29.8537
C -3.8772 -36.5682 -28.4745
O -2.0871 -36.7112 -32.2238
C -1.1818 -35.6689 -32.4441
C -0.4648 -35.3738 -31.1611
H -5.7470 -39.6674 -34.1600
H -4.4542 -40.2490 -35.1661
H -4.5105 -40.7551 -33.5207
H -2.7732 -39.0064 -33.8929
H -4.0088 -37.9927 -34.7278
H -4.1037 -38.0330 -29.9682
H -2.5561 -37.2115 -30.0059
H -3.4394 -35.5779 -28.3495
H -4.9526 -36.4166 -28.3816
H -3.5675 -37.2859 -27.7148
H -0.3754 -35.9826 -33.1069
H -1.7234 -34.8866 -32.9758
H 0.2149 -34.5227 -31.2042
H -1.2261 -35.2500 -30.3909
H 0.2140 -36.1945 -30.9295
C 1.7720 -30.1461 -25.7854
C 1.0955 -31.1610 -24.9591
N 0.6026 -31.9822 -24.2918
H 1.4493 -29.1152 -25.6395
H 1.7548 -30.3962 -26.8461
H 2.7889 -30.0747 -25.3994
C 3.5616 -31.4649 -19.4700
C 4.7671 -31.0378 -18.7304
N 5.7148 -30.6365 -18.2081
H 2.8134 -31.9954 -18.8810
H 3.9921 -32.1291 -20.2194
H 3.2534 -30.5057 -19.8860
C 1.7250 -22.2749 -25.6506
C 2.8519 -23.1221 -26.0828
N 3.7349 -23.7165 -26.4536
H 1.7148 -21.2614 -26.0516
H 1.7183 -22.2934 -24.5608
H 0.7091 -22.6027 -25.8712
```

---

| no. | calculated total energy (eV) |
| --- | --- |
| 1 | -76139.9362 |
| 2 | -51090.5418 |
| 3 | -44568.6716 |
| 4 | -9863.0576 |
| 5 | -7184.7583 |
| 6 | -34782.9253 |